(1)
{
  "formula": "C8H12BrF3O5S",
  "method": "ωB97M-V/def2-TZVPD",
  "e_above_lowest_kcal_mol": 0.0,
  "homo_lumo_gap_ev": 11.00,
  "multiplicity": 1,
  "homo_ev": -10.64,
  "total_charge": 0,
  "elements": ["C", "C", "C", "Br", "C", "O", "S", "O", "O", "O", "C", "C", "C", "O", "C", "F", "F", "F", "H", "H", "H", "H", "H", "H", "H", "H", "H", "H", "H", "H"],
  "positions_angstrom": [[-0.2103, 3.0820, 0.6971], [0.6881, 2.1370, -0.0982], [1.3668, 1.1399, 0.8516], [3.1389, 1.8853, 1.3062], [1.6073, -0.2312, 0.2636], [2.0121, -0.3004, -1.1176], [2.2580, -1.8625, -1.3250], [2.2509, -2.1687, -2.7033], [3.3591, -2.3564, -0.5770], [0.9080, -2.3009, -0.5847], [0.6223, -1.4020, 0.4885], [-0.8532, -1.1609, 0.7140], [-1.6666, -1.1171, -0.5656], [-1.3041, 0.0019, -1.3406], [-3.1904, -1.0052, -0.2409], [-3.4252, -0.9507, 1.0935], [-3.8840, -2.0367, -0.7654], [-3.7124, 0.1333, -0.7508], [-0.8182, 2.5511, 1.4246], [-0.8424, 3.6946, 0.0672], [0.4263, 3.7429, 1.2808], [0.1624, 1.6366, -0.8998], [1.4550, 2.7552, -0.5458], [0.8221, 1.0623, 1.7816], [2.4923, -0.5729, 0.7961], [0.9808, -1.8219, 1.4258], [-1.2374, -1.9725, 1.3245], [-1.0211, -0.2512, 1.2801], [-1.5446, -2.0195, -1.1556], [-0.8402, -0.2917, -2.1247]],
  "forces_ev_per_a": [[0.328, -0.054, 0.165], [-0.182, 0.470, 0.529], [0.129, 0.543, -1.635], [-0.177, -0.041, 0.309], [1.147, -0.411, 1.109], [-0.179, 0.023, -0.047], [0.685, -0.443, -0.502], [-0.918, 0.254, -0.225], [-0.040, 0.424, 0.589], [-0.317, -0.230, -0.446], [0.224, 0.720, 0.980], [-0.395, -0.587, -0.771], [-0.517, 0.383, -0.018], [0.089, 0.077, 0.068], [-0.148, 0.847, -0.267], [-0.081, -0.369, -0.477], [0.227, 0.275, 0.425], [0.133, -0.684, 0.227], [-0.339, -0.141, -0.081], [-0.143, 0.041, -0.137], [0.034, 0.202, 0.085], [-0.185, -0.212, 0.088], [0.191, -0.096, -0.353], [0.019, -0.196, 0.249], [0.098, -0.100, 0.096], [0.075, -0.424, -0.016], [-0.029, -0.143, 0.129], [0.149, 0.234, 0.065], [0.034, -0.273, 0.119], [0.090, -0.092, -0.256]],
  "nbo_charge": [-0.60, -0.45, -0.22, -0.01, 0.00, -0.67, 2.56, -0.88, -0.91, -0.69, 0.09, -0.45, 0.01, -0.71, 0.96, -0.33, -0.32, -0.31, 0.19, 0.22, 0.21, 0.24, 0.23, 0.23, 0.22, 0.20, 0.24, 0.24, 0.21, 0.49]
}

(2)
{
  "formula": "C6H8S",
  "method": "ωB97M-V/def2-TZVPD",
  "e_above_lowest_kcal_mol": 61.8,
  "homo_lumo_gap_ev": 9.70,
  "multiplicity": 1,
  "homo_ev": -8.80,
  "total_charge": 0,
  "smiles": "C=C1CC=C[C@H]1S",
  "elements": ["C", "C", "C", "C", "C", "C", "S", "H", "H", "H", "H", "H", "H", "H", "H"],
  "positions_angstrom": [[1.1639, 2.0506, -0.0545], [0.5388, 0.7966, -0.1480], [1.2901, -0.5392, 0.2718], [0.1542, -1.6388, 0.4085], [-1.0610, -1.2684, -0.0051], [-1.0467, 0.0578, -0.6290], [-2.5146, 1.0988, -0.2953], [0.5514, 2.9256, -0.2986], [2.0908, 2.0589, 0.4588], [2.0229, -0.4491, 1.1080], [1.9815, -0.9562, -0.5628], [0.4227, -2.5408, 0.9442], [-1.7690, -2.0281, -0.2266], [-0.8756, 0.1640, -1.7356], [-2.9495, 0.2683, 0.7643]],
  "forces_ev_per_a": [[-4.216, -3.577, -0.645], [0.551, -0.881, 0.714], [-0.384, -0.710, -1.233], [1.522, 1.941, 1.202], [2.473, -0.573, -0.836], [2.360, 4.043, -0.966], [-0.183, -1.387, 1.319], [0.678, -0.099, 0.160], [0.845, 0.378, 0.032], [-0.961, 0.028, -0.173], [-1.174, 0.905, 0.853], [-0.244, -0.304, -0.416], [-1.140, -0.117, 0.254], [-0.530, -0.818, 0.864], [0.403, 1.171, -1.130]],
  "nbo_charge": [-0.46, 0.07, -0.52, -0.12, -0.28, -0.37, -0.03, 0.22, 0.21, 0.23, 0.22, 0.21, 0.23, 0.24, 0.14]
}

(3)
{
  "formula": "C4H7NO2",
  "method": "ωB97M-V/def2-TZVPD",
  "e_above_lowest_kcal_mol": 124.3,
  "homo_lumo_gap_ev": 8.20,
  "multiplicity": 1,
  "homo_ev": -8.03,
  "total_charge": 0,
  "smiles": "C=C=C(O)[C@H](N)O",
  "elements": ["C", "C", "C", "O", "C", "N", "O", "H", "H", "H", "H", "H", "H", "H"],
  "positions_angstrom": [[2.0855, -1.5433, -0.6067], [1.0816, -0.7158, -0.4004], [-0.0688, -0.1040, -0.6986], [-0.4098, 0.2393, -1.9772], [-0.4651, 0.7157, 0.4725], [-1.4551, 0.1516, 1.3443], [-0.8638, 2.0028, 0.1142], [2.3279, -2.3273, 0.1015], [2.6291, -1.5242, -1.5459], [-1.1001, 0.9213, -1.9085], [0.6924, 0.3952, 0.9409], [-1.3142, -0.8503, 1.4312], [-1.3710, 0.5488, 2.2761], [-1.7688, 2.0903, 0.4565]],
  "forces_ev_per_a": [[-0.129, 0.269, -0.131], [-0.634, -2.433, -0.772], [1.513, 1.998, -0.007], [-1.221, -0.850, 0.122], [1.893, -0.947, 0.102], [-0.394, -0.278, 0.242], [0.058, 0.237, 0.430], [-0.319, -0.354, -0.277], [0.852, 0.645, 0.364], [0.077, -0.331, -0.018], [-1.969, 1.864, 0.184], [-0.067, 0.125, -0.071], [0.061, -0.043, -0.111], [0.279, 0.099, -0.058]],
  "nbo_charge": [-0.42, -0.08, 0.19, -0.66, 0.23, -0.86, -0.72, 0.21, 0.21, 0.49, 0.17, 0.38, 0.37, 0.49]
}

(4)
{
  "formula": "C4H26NO13",
  "method": "ωB97M-V/def2-TZVPD",
  "e_above_lowest_kcal_mol": 74.3,
  "homo_lumo_gap_ev": 9.07,
  "multiplicity": 1,
  "homo_ev": -6.42,
  "total_charge": -1,
  "elements": ["O", "C", "O", "C", "C", "C", "O", "N", "H", "H", "H", "H", "H", "H", "H", "H", "O", "H", "H", "O", "H", "H", "O", "H", "H", "O", "H", "H", "O", "H", "H", "O", "H", "H", "O", "H", "H", "O", "H", "H", "O", "H", "H", "O"],
  "positions_angstrom": [[0.9101, -1.2474, 0.3658], [0.0528, -1.3296, -0.5038], [0.1492, -1.6831, -1.7229], [-1.3436, -0.6438, -0.1685], [-1.6281, -1.3166, 1.1743], [-3.0207, -0.9570, 1.8393], [-3.2257, -1.5763, 2.8555], [-1.1251, 0.8568, 0.0083], [-2.0618, -0.9139, -0.9962], [-0.7634, -1.1509, 1.8144], [-1.6049, -2.4103, 1.2964], [-3.7264, -0.3010, 1.2987], [-1.3987, 1.1066, -0.9489], [-0.1423, 1.1244, -0.0260], [-3.1900, 1.6964, -0.2027], [-4.4895, 1.3142, -1.1629], [-4.0939, 1.8467, -0.4835], [0.3332, 2.3543, -2.9744], [-0.7862, 1.3344, -3.4576], [-0.5646, 2.0671, -2.8672], [-0.4759, -1.1002, -4.4603], [-0.7202, -1.0856, -2.8295], [-1.0148, -0.7287, -3.7734], [2.4301, -0.9100, 0.6522], [3.8716, -1.0753, 1.3652], [3.3286, -0.4538, 0.8926], [1.6965, -1.0585, -2.6830], [2.1016, -2.4604, -2.6172], [2.4995, -1.5747, -2.6062], [0.2311, -1.6260, 3.9185], [0.7981, -1.9752, 2.5964], [0.3086, -2.3854, 3.3327], [2.6193, 0.3148, 2.2176], [1.1090, 0.7676, 2.1952], [1.8884, 0.7340, 2.7379], [-2.8076, 2.7215, 2.0270], [-1.4849, 2.2463, 1.3942], [-1.8554, 2.8158, 2.1244], [2.1764, 0.9273, -1.9165], [3.4514, 1.8058, -2.3344], [2.5435, 1.8154, -1.9491], [3.7327, 1.3118, 0.2995], [3.1767, 2.4603, -0.4746], [4.0224, 2.1950, 0.0723]],
  "forces_ev_per_a": [[1.038, -0.581, 0.791], [-2.169, 1.928, -2.715], [-0.048, -0.576, 1.352], [1.851, -1.743, 1.122], [-2.166, 1.028, 0.500], [3.053, -1.735, -0.065], [-1.393, 0.865, 0.083], [-1.287, -1.145, -1.799], [0.607, 0.729, 0.969], [-0.587, 0.939, 0.280], [-0.231, 0.037, -1.110], [-0.135, 0.106, 0.330], [0.188, 0.960, 0.276], [0.125, -0.557, 0.323], [0.253, -0.729, -0.652], [0.772, -0.639, -0.296], [-0.965, 1.352, 1.018], [0.724, -0.149, -0.295], [0.479, -0.271, -0.101], [-1.153, 0.172, 0.485], [0.473, -0.450, -0.090], [0.061, 0.132, -1.889], [-0.612, 0.497, 1.591], [1.521, 0.518, 0.125], [0.280, -0.528, 0.049], [-1.265, -0.486, -0.637], [-0.290, 0.070, 0.182], [0.283, 0.382, 0.294], [0.840, -0.406, -0.761], [-0.121, -0.030, 0.301], [-0.074, -0.415, 0.088], [0.538, 0.372, -0.278], [-1.004, 0.528, 0.013], [-0.259, -0.098, -0.510], [0.738, -0.108, 0.951], [-0.034, 0.011, -0.004], [-0.589, 0.478, 0.894], [0.457, -0.520, -0.781], [0.488, -0.262, -0.097], [-1.112, -0.545, 0.575], [-0.050, 0.597, -1.289], [0.296, -0.720, 0.440], [2.548, -0.489, 1.581], [-2.067, 1.482, -1.242]],
  "nbo_charge": [-0.78, 0.83, -0.80, -0.17, -0.56, 0.44, -0.54, -0.90, 0.20, 0.27, 0.25, 0.12, 0.40, 0.38, 0.50, 0.48, -0.99, 0.48, 0.51, -1.00, 0.46, 0.51, -1.05, 0.53, 0.48, -1.01, 0.47, 0.48, -0.96, 0.47, 0.48, -0.95, 0.49, 0.46, -0.99, 0.46, 0.49, -0.97, 0.50, 0.50, -0.97, 0.48, 0.48, -1.00]
}